*A*
The following is a quantum chemistry calculation of an isolated molecule of C4H5N3, from the Open Molecules 2025 dataset.

Values from the calculation:
E_HOMO: -8.82 eV

Geometry as XYZ:
```
12
Properties=species:S:1:pos:R:3:mulliken_charge:R:1
C 2.11 0.20 0.12 -0.625
C 1.22 -0.84 -0.14 -0.111
C -0.21 -0.44 -0.30 0.313
C -0.87 0.83 -0.22 -0.085
N -2.14 0.49 0.04 0.291
N -2.35 -0.81 0.13 -0.550
N -1.23 -1.36 -0.08 -0.271
H 3.16 -0.10 0.49 0.220
H 1.76 1.15 -0.29 0.233
H 1.77 -1.94 0.08 0.233
H -0.28 1.84 0.14 0.199
H -2.94 0.97 0.04 0.154
```



*B*
The following is a quantum chemistry calculation of an isolated molecule of C4H5N3, from the Open Molecules 2025 dataset.

Values from the calculation:
E_HOMO: -9.59 eV

Geometry as XYZ:
```
12
Properties=species:S:1:pos:R:3:mulliken_charge:R:1
C -3.23 0.19 0.12 -0.923
C -2.00 -0.40 0.09 0.096
N -0.88 0.21 -0.45 -0.277
N 0.23 -0.46 -0.26 -0.429
C 1.17 0.44 0.08 0.024
C 2.52 0.08 0.22 0.280
N 3.64 -0.18 0.03 -0.387
H -3.28 1.19 0.14 0.374
H -3.89 -0.30 -0.55 0.274
H -3.90 -0.03 1.06 0.283
H -1.71 -1.30 0.80 0.329
H 1.07 1.51 0.23 0.356
```



Energies, relative to the best one, in kcal/mol: *A* 0.0; *B* 6.0.



*A*
The following is a quantum chemistry calculation of an isolated molecule of C4H5N3, from the Open Molecules 2025 dataset.

Values from the calculation:
E_HOMO: -9.79 eV

Geometry as XYZ:
```
12
Properties=species:S:1:pos:R:3:mulliken_charge:R:1
C -1.12 -0.04 -0.80 -0.117
N -1.86 -1.07 -1.09 -0.343
N -1.34 -2.12 -0.40 -0.318
N -0.31 -1.90 0.23 -0.174
C 0.00 -0.41 0.02 0.437
C 0.54 0.53 1.09 -0.364
C 1.30 0.83 -0.13 -0.540
H -1.36 0.93 -1.19 0.398
H -0.18 1.25 1.46 0.236
H 1.07 0.02 1.89 0.258
H 1.00 1.61 -0.80 0.273
H 2.26 0.37 -0.29 0.255
```



*B*
The following is a quantum chemistry calculation of a structure of composition C4H5N3, from the Open Molecules 2025 dataset.

Values from the calculation:
E_HOMO: -7.88 eV

Geometry as XYZ:
```
12
Properties=species:S:1:pos:R:3:mulliken_charge:R:1
N 1.53 0.44 -0.07 -0.542
C 0.38 -0.35 0.21 0.849
C 0.07 -1.07 -1.09 -0.395
N -0.91 -0.38 -1.56 -0.450
C -1.23 0.16 -0.19 0.053
N -1.04 1.22 0.81 -0.502
C -0.36 0.23 1.38 -0.537
H 1.61 0.85 -0.99 0.244
H 1.79 1.10 0.65 0.245
H 0.66 -1.78 -1.66 0.375
H -2.14 -0.40 0.07 0.294
H -0.30 0.00 2.45 0.367
```



Energies, relative to the best one, in kcal/mol: *A* 0.0; *B* 90.1.



*A*
The following is a quantum chemistry calculation of a structure of composition C4H9N3, from the Open Molecules 2025 dataset.

Values from the calculation:
E_HOMO: -7.52 eV

Geometry as XYZ:
```
16
Properties=species:S:1:pos:R:3:mulliken_charge:R:1
C -1.93 0.93 0.55 -0.591
C -1.06 0.03 0.14 0.338
C 2.71 -0.10 0.23 -0.984
C 1.36 0.07 -0.46 -0.387
N -3.05 0.16 0.11 -0.377
N -2.10 -0.75 -0.44 -0.338
N 0.18 -0.41 0.31 -0.222
H -1.93 1.98 1.01 0.300
H 2.89 -1.14 0.69 0.281
H 3.36 0.31 -0.63 0.301
H 2.69 0.62 1.02 0.275
H 1.19 1.13 -0.64 0.369
H 1.51 -0.44 -1.42 0.282
H -3.70 0.78 -0.55 0.250
H -2.15 -1.73 -0.17 0.261
H 0.03 -1.46 0.25 0.245
```



*B*
The following is a quantum chemistry calculation of an isolated molecule of C4H9N3, from the Open Molecules 2025 dataset.

Values from the calculation:
E_HOMO: -8.77 eV

Geometry as XYZ:
```
16
Properties=species:S:1:pos:R:3:mulliken_charge:R:1
H -1.72 1.95 -1.89 0.177
N -1.11 1.14 -1.73 -0.696
C -0.73 1.06 -0.51 0.483
N -1.08 2.00 0.41 -0.532
C 0.10 -0.35 -0.08 0.545
C -0.27 -1.58 -0.81 -1.262
C 1.05 0.05 0.71 -0.404
N 1.79 -1.19 1.34 -0.586
H -1.03 1.72 1.38 0.220
H -1.90 2.56 0.20 0.223
H 0.53 -1.89 -1.48 0.308
H -1.18 -1.44 -1.40 0.370
H -0.46 -2.40 -0.10 0.336
H 1.23 0.94 1.29 0.359
H 2.47 -0.86 2.03 0.238
H 2.30 -1.70 0.62 0.220
```



Energies, relative to the best one, in kcal/mol: *A* 54.3; *B* 0.0.



*A*
The following is a quantum chemistry calculation of a structure of composition C33H32F4N5O2Ti, from the Open Molecules 2025 dataset.

Values from the calculation:
Net charge: -1
E_HOMO (alpha / beta): -2.79 / -5.36 eV
Multiplicity: 3

Geometry as XYZ:
```
77
Properties=species:S:1:pos:R:3:lowdin_spin:R:1
Ti 0.31 0.07 0.20 1.098
C 1.14 -3.94 -1.05 0.000
C -0.15 -3.97 -0.29 0.000
C -1.09 -4.97 -0.52 0.000
C -2.28 -5.01 0.19 0.000
C -2.54 -4.03 1.15 0.000
C -1.62 -3.02 1.39 0.001
C -1.92 -1.96 2.41 0.001
C -0.42 -2.98 0.67 0.001
N 0.48 -1.92 0.90 0.007
C 1.65 -2.22 1.54 0.025
O 2.05 -3.33 1.86 0.043
C 2.42 -0.97 1.87 0.122
C 3.54 -0.91 2.66 0.011
C 4.07 0.35 3.01 0.186
C 3.37 1.51 2.65 -0.002
C 2.24 1.40 1.86 0.157
N 1.84 0.18 1.39 0.181
C 1.21 2.46 1.66 0.041
O 1.35 3.62 2.03 0.070
N 0.10 1.93 1.06 0.000
C -1.13 2.63 1.24 0.002
C -1.84 2.43 2.43 0.000
C -1.23 1.65 3.57 0.001
C -3.09 3.02 2.58 0.000
C -3.62 3.82 1.59 0.000
C -2.88 4.06 0.44 0.000
C -1.63 3.48 0.25 0.000
C -0.83 3.77 -0.98 0.000
H 1.96 -4.29 -0.42 0.000
H 1.38 -2.92 -1.34 0.000
H 1.08 -4.56 -1.95 0.000
H -0.88 -5.73 -1.27 0.000
H -3.00 -5.79 0.01 0.000
H -3.47 -4.05 1.71 0.000
H -2.90 -2.13 2.87 0.000
H -1.94 -0.96 1.98 0.000
H -1.16 -1.94 3.20 0.000
H 3.96 -1.84 3.02 -0.003
H 4.95 0.42 3.63 0.014
H 3.65 2.49 3.01 -0.004
H -0.65 0.79 3.24 0.001
H -2.01 1.30 4.25 0.000
H -0.54 2.29 4.13 0.000
H -3.64 2.85 3.50 0.000
H -4.60 4.27 1.71 0.000
H -3.28 4.71 -0.34 0.000
H 0.20 4.03 -0.71 0.000
H -0.78 2.90 -1.63 0.000
H -1.26 4.60 -1.54 0.000
C 2.74 -1.06 -2.68 0.001
N 2.74 -0.26 -1.47 0.008
C 4.01 -0.40 -0.79 0.002
C 2.50 1.14 -1.78 0.007
C 1.20 1.34 -2.54 0.003
N 0.11 0.69 -1.83 0.003
C -1.09 0.55 -2.46 0.001
C -2.13 -0.08 -1.74 0.002
F -1.81 -0.51 -0.48 0.015
C -3.40 -0.29 -2.19 0.000
F -4.28 -0.91 -1.40 0.000
C -3.77 0.13 -3.46 0.000
C -2.80 0.76 -4.19 0.000
F -3.09 1.21 -5.42 0.000
C -1.51 0.98 -3.73 0.000
F -0.68 1.65 -4.57 0.000
H 3.41 -0.63 -3.45 0.000
H 1.73 -1.14 -3.10 0.000
H 3.09 -2.07 -2.45 0.000
H 4.85 -0.14 -1.45 0.000
H 4.14 -1.43 -0.45 0.001
H 4.05 0.25 0.08 -0.001
H 3.32 1.56 -2.39 0.001
H 2.49 1.70 -0.84 0.004
H 1.32 0.96 -3.55 0.000
H 1.04 2.42 -2.63 0.000
H -4.77 -0.03 -3.84 0.000
```



*B*
The following is a quantum chemistry calculation of a structure of composition C33H32F4N5O2Ti, from the Open Molecules 2025 dataset.

Values from the calculation:
Net charge: -1
E_HOMO (alpha / beta): -2.47 / -5.41 eV
Multiplicity: 3

Geometry as XYZ:
```
77
Properties=species:S:1:pos:R:3:lowdin_spin:R:1
Ti 0.00 0.04 0.20 1.106
C 1.08 3.24 -2.45 0.000
C 2.34 2.75 -1.80 0.000
C 3.56 2.96 -2.42 0.000
C 4.74 2.53 -1.84 0.000
C 4.70 1.90 -0.60 0.000
C 3.49 1.69 0.05 0.000
C 3.47 1.03 1.40 0.001
C 2.29 2.10 -0.56 0.001
N 1.06 1.82 0.11 0.005
C 0.51 2.90 0.76 0.036
O 0.82 4.08 0.61 0.063
C -0.50 2.46 1.77 0.122
C -1.07 3.26 2.72 0.005
C -1.83 2.68 3.75 0.166
C -1.86 1.28 3.83 0.002
C -1.27 0.52 2.85 0.130
N -0.70 1.12 1.77 0.201
C -0.99 -0.94 2.88 0.039
O -1.35 -1.69 3.79 0.069
N -0.23 -1.30 1.80 -0.001
C 0.45 -2.54 1.90 0.001
C 1.64 -2.59 2.64 0.000
C 2.02 -1.44 3.53 0.001
C 2.43 -3.73 2.59 0.000
C 2.03 -4.84 1.85 -0.001
C 0.81 -4.82 1.21 0.000
C 0.00 -3.68 1.23 -0.001
C -1.37 -3.72 0.62 0.000
H 0.59 3.99 -1.82 0.000
H 0.37 2.43 -2.60 0.000
H 1.29 3.68 -3.43 0.000
H 3.59 3.47 -3.38 0.000
H 5.69 2.70 -2.33 0.000
H 5.61 1.58 -0.12 0.000
H 4.47 1.03 1.83 0.000
H 3.14 -0.01 1.34 0.001
H 2.79 1.55 2.08 0.000
H -0.87 4.33 2.69 -0.003
H -2.28 3.28 4.52 0.013
H -2.30 0.77 4.68 -0.003
H 1.89 -0.47 3.05 0.001
H 3.06 -1.53 3.86 0.000
H 1.38 -1.44 4.42 0.000
H 3.36 -3.75 3.14 0.000
H 2.66 -5.72 1.81 0.000
H 0.46 -5.70 0.67 0.000
H -2.09 -3.22 1.26 0.000
H -1.38 -3.21 -0.35 0.000
H -1.69 -4.75 0.46 0.000
C -2.02 1.51 -1.77 0.003
N -2.19 0.59 -0.64 0.006
C -3.17 1.17 0.29 0.003
C -2.70 -0.71 -1.09 0.003
C -1.73 -1.36 -2.04 0.001
N -0.40 -1.21 -1.48 0.004
C 0.56 -2.07 -1.92 0.002
C 1.81 -1.99 -1.27 0.001
F 1.93 -1.00 -0.33 0.017
C 2.88 -2.82 -1.50 0.000
F 4.01 -2.65 -0.80 0.000
C 2.79 -3.82 -2.46 0.000
C 1.59 -3.89 -3.15 0.000
F 1.45 -4.83 -4.11 0.000
C 0.51 -3.06 -2.91 0.000
F -0.58 -3.22 -3.69 0.000
H -2.97 1.62 -2.32 0.000
H -1.26 1.14 -2.45 0.000
H -1.72 2.49 -1.39 0.001
H -4.12 1.33 -0.24 0.000
H -2.81 2.12 0.67 0.001
H -3.33 0.49 1.12 0.002
H -3.70 -0.59 -1.55 0.000
H -2.81 -1.33 -0.20 0.001
H -1.81 -0.94 -3.05 0.000
H -2.04 -2.41 -2.13 0.000
H 3.60 -4.49 -2.67 0.000
```



Energies, relative to the best one, in kcal/mol: *A* 11.1; *B* 0.0.